49
Properties=species:S:1:pos:R:3:lowdin_charge:R:1 method="wB97M-V/def2-TZVPD" e_lumo_ev="-5.1 / -3.5" s_squared=16.04 gap_ev="5.00 / 6.77" multiplicity=8 homo_energy_ev="-10.1 / -10.3" charge=+1
Gd 1.421 -0.560 0.145 1.758
O 0.883 1.308 1.147 -0.226
C -0.412 1.205 1.379 -0.395
N -1.059 0.108 1.149 0.077
C -2.051 -0.135 0.241 -0.225
C -3.444 -0.234 0.544 -0.037
C -4.357 -0.713 -0.370 -0.098
C -3.933 -1.219 -1.636 -0.058
C -2.570 -1.078 -1.962 -0.016
C -1.656 -0.428 -1.118 -0.190
N -0.303 -0.519 -1.414 -0.036
C 0.040 -0.600 -2.699 -0.495
O -0.672 -0.833 -3.676 0.053
C 1.456 -0.436 -2.998 -0.175
C 1.916 -0.765 -4.268 0.022
C 3.153 -0.300 -4.656 -0.017
C 4.014 0.280 -3.727 -0.033
C 3.558 0.403 -2.413 -0.120
N 2.341 -0.010 -2.036 -0.053
C -1.049 2.484 1.927 -0.197
C -0.329 3.640 2.166 0.000
C -0.981 4.650 2.854 -0.052
C -2.264 4.494 3.328 -0.051
C -2.938 3.311 3.052 -0.084
N -2.322 2.346 2.306 0.127
H -3.744 -0.029 1.566 0.101
H -5.454 -0.890 -0.114 0.125
H -4.711 -1.828 -2.192 0.123
H -2.137 -1.519 -2.873 0.102
H 1.276 -1.246 -4.969 0.124
H 3.387 -0.438 -5.748 0.144
H 4.896 0.839 -3.952 0.107
H 4.283 0.746 -1.617 0.136
H 0.645 3.763 1.692 0.121
H -0.505 5.581 2.889 0.097
H -2.856 5.270 3.808 0.114
H -3.917 3.074 3.503 0.120
C 2.351 -1.911 2.819 -0.078
C 3.119 -2.495 1.771 -0.090
C 2.464 -3.099 0.702 -0.135
C 1.019 -3.095 0.660 -0.171
C 0.291 -2.504 1.699 -0.136
C 0.980 -1.912 2.800 -0.082
H 2.860 -1.353 3.576 0.119
H 4.215 -2.358 1.711 0.133
H 3.066 -3.553 -0.075 0.120
H 0.428 -3.647 -0.127 0.150
H -0.828 -2.398 1.618 0.142
H 0.429 -1.398 3.589 0.136